Density functional theory data (the ωB97M-V functional and the def2-TZVPD basis) for one molecule with the formula C7H7N3O.

Summary:
- Kohn-Sham gap (eV) = 8.72
- multiplicity = 1
- SMILES string = Cc1cc2nccn2n1C=O
- LUMO level (eV) = 0.541

Each line ends with the Mulliken charge.
Cartesian coordinates (Å):
1 C -2.5619 0.6781 -0.0143  -1.44
2 C -1.0580 0.5176 0.0277  0.56
3 C -0.2728 1.6144 0.0707  -0.87
4 C 1.1045 1.1722 0.0026  0.23
5 N 2.4068 1.4738 0.0162  -0.75
6 C 3.0657 0.2580 -0.0065  -0.57
7 C 2.1784 -0.7973 -0.1053  0.18
8 N 0.9812 -0.1961 -0.0540  0.37
9 N -0.3129 -0.6563 -0.0495  -0.24
10 C -0.7730 -1.9699 -0.0355  0.03
11 O -0.1372 -2.9661 0.0600  -0.46
12 H -2.9803 -0.0139 0.7169  0.42
13 H -2.8837 0.5375 -0.9912  0.33
14 H -2.8483 1.5401 0.4842  0.39
15 H -0.5203 2.5887 0.1777  0.52
16 H 4.0689 0.0684 0.0097  0.50
17 H 2.3713 -1.8045 -0.2200  0.48
18 H -1.8282 -2.0447 -0.0893  0.34

Cartesian forces (eV/Å) of the 3 atoms listed first:
1.90 -2.72 2.09
-1.43 2.04 -0.01
2.08 -2.42 -0.21


Density functional theory data (the ωB97M-V functional and the def2-TZVPD basis) for C5H10ErF3OP as an isolated structure.

Summary:
- Kohn-Sham gap (spin up / spin down) (eV) = 9.20 / 6.53
- multiplicity = 4
- LUMO level (spin up / spin down) (eV) = -12.797 / -14.397
- expectation value of S² = 3.765
- total charge = +3

Each line ends with the Mulliken spin population.
Cartesian coordinates (Å):
1 C 2.6571 1.1540 0.3509  0.00
2 C 1.1447 0.6684 0.4548  0.00
3 O 0.9694 -0.7424 0.7839  0.02
4 C -0.3499 -1.0437 1.2816  0.03
5 P -1.7516 -1.0599 0.0167  0.77
6 C -1.1158 -1.2434 -1.7105  0.03
7 C -2.6710 0.6043 -0.0179  0.05
8 F -1.8272 1.6283 -0.0247  0.03
9 F -3.3042 0.6232 -1.1654  0.00
10 F -3.4716 0.6978 0.9903  0.00
11 H 2.6568 2.2218 0.0970  0.00
12 H 3.2182 0.9958 1.3334  0.00
13 H 3.2174 0.5804 -0.4564  -0.01
14 H 0.6663 1.3474 1.1771  0.00
15 H 0.6445 0.8274 -0.5154  0.00
16 H -0.6365 -0.4146 2.1391  0.00
17 H -0.2826 -2.0740 1.6687  0.02
18 H -0.9637 -0.2296 -2.1141  0.03
19 H -0.2338 -1.8875 -1.7565  0.00
20 H -1.9380 -1.7053 -2.2855  0.01
21 Er 3.3716 -0.9485 -0.2469  2.01

Cartesian forces (eV/Å) of the 3 atoms listed first:
-0.73 0.15 0.65
0.11 0.75 -0.72
0.50 0.89 -0.23


Density functional theory data (the ωB97M-V functional and the def2-TZVPD basis) for one molecule with the formula C7H10.

Summary:
- Kohn-Sham gap (eV) = 9.46
- multiplicity = 1
- SMILES string = C[C@]12C[C@@H]3[C@H](C1)[C@@H]32
- LUMO level (eV) = 1.033

Each line ends with the Mulliken charge.
Cartesian coordinates (Å):
1 C 1.5961 -1.1569 -0.1643  -1.60
2 C 0.3401 -0.3405 -0.0358  0.76
3 C 0.2568 0.7211 1.0936  -0.66
4 C -0.6023 1.4849 0.1526  -0.57
5 C -1.5655 0.3626 -0.6180  -0.50
6 C -1.0643 -0.9761 -0.1005  -0.54
7 C -0.1841 0.7754 -1.0449  -0.40
8 H 1.7031 -1.8185 0.7050  0.33
9 H 1.5810 -1.7750 -1.0673  0.37
10 H 2.4796 -0.5096 -0.2013  0.37
11 H -0.1522 0.4132 2.0661  0.26
12 H 1.2032 1.2493 1.2204  0.31
13 H -0.9376 2.5234 0.1621  0.46
14 H -2.2645 1.0141 -0.1128  0.37
15 H -1.5132 -1.3938 0.8072  0.29
16 H -1.0802 -1.7447 -0.8884  0.29
17 H 0.2039 1.1711 -1.9738  0.47

Cartesian forces (eV/Å) of the 3 atoms listed first:
0.02 -0.04 -0.07
0.34 -0.24 0.01
0.28 -0.04 0.16


Please write out number 3 again, unchanged.
Density functional theory data (the ωB97M-V functional and the def2-TZVPD basis) for one molecule with the formula C7H10.

Summary:
- Kohn-Sham gap (eV) = 9.46
- multiplicity = 1
- SMILES string = C[C@]12C[C@@H]3[C@H](C1)[C@@H]32
- LUMO level (eV) = 1.033

Each line ends with the Mulliken charge.
Cartesian coordinates (Å):
1 C 1.5961 -1.1569 -0.1643  -1.60
2 C 0.3401 -0.3405 -0.0358  0.76
3 C 0.2568 0.7211 1.0936  -0.66
4 C -0.6023 1.4849 0.1526  -0.57
5 C -1.5655 0.3626 -0.6180  -0.50
6 C -1.0643 -0.9761 -0.1005  -0.54
7 C -0.1841 0.7754 -1.0449  -0.40
8 H 1.7031 -1.8185 0.7050  0.33
9 H 1.5810 -1.7750 -1.0673  0.37
10 H 2.4796 -0.5096 -0.2013  0.37
11 H -0.1522 0.4132 2.0661  0.26
12 H 1.2032 1.2493 1.2204  0.31
13 H -0.9376 2.5234 0.1621  0.46
14 H -2.2645 1.0141 -0.1128  0.37
15 H -1.5132 -1.3938 0.8072  0.29
16 H -1.0802 -1.7447 -0.8884  0.29
17 H 0.2039 1.1711 -1.9738  0.47

Cartesian forces (eV/Å) of the 3 atoms listed first:
0.02 -0.04 -0.07
0.34 -0.24 0.01
0.28 -0.04 0.16